# 1
{
  "formula": "C20H11F9MnN4O4S",
  "method": "wB97M-V/def2-TZVPD",
  "symbols": ["Mn", "N", "C", "S", "N", "N", "C", "C", "C", "C", "C", "C", "C", "O", "H", "H", "H", "H", "H", "H", "H", "O", "C", "N", "C", "O", "C", "C", "C", "C", "C", "C", "H", "H", "H", "H", "F", "C", "F", "F", "C", "O", "C", "F", "F", "F", "C", "F", "F", "F"],
  "coordinates": [[0.129, -0.313, -0.359], [-0.018, -3.014, -3.801], [0.041, -2.160, -2.797], [1.268, -1.857, -1.750], [-1.106, -1.293, -2.723], [-1.183, -0.445, -1.884], [-2.384, 0.230, -1.968], [-2.865, 1.186, -1.140], [-4.128, 1.792, -1.398], [-4.459, 2.884, -0.675], [-3.565, 3.508, 0.328], [-2.391, 2.957, 0.681], [-2.017, 1.780, -0.008], [-0.924, 1.228, 0.254], [0.692, -3.731, -3.905], [-0.802, -2.963, -4.461], [-2.928, -0.111, -2.819], [-4.752, 1.379, -2.195], [-5.390, 3.425, -0.900], [-3.933, 4.435, 0.770], [-1.712, 3.327, 1.442], [1.393, -0.354, 1.056], [2.084, 0.527, 0.440], [1.566, 0.881, -0.710], [2.583, 1.579, -1.495], [2.469, 1.782, -2.656], [3.693, 1.787, -0.487], [4.909, 2.432, -0.604], [5.786, 2.399, 0.492], [5.471, 1.695, 1.641], [4.247, 1.021, 1.752], [3.383, 1.114, 0.677], [5.186, 2.967, -1.508], [6.724, 2.927, 0.419], [6.177, 1.658, 2.452], [4.019, 0.461, 2.651], [-3.397, -2.460, 0.764], [-2.344, -3.187, 1.112], [-2.680, -3.993, 2.109], [-1.996, -3.916, 0.059], [-1.112, -2.274, 1.500], [-0.878, -1.502, 0.365], [-1.519, -1.328, 2.676], [-2.219, -2.026, 3.545], [-0.483, -0.745, 3.244], [-2.267, -0.341, 2.234], [0.132, -3.136, 1.842], [-0.251, -4.246, 2.434], [1.029, -2.538, 2.598], [0.724, -3.428, 0.707]],
  "fmax_ev_per_a": 5.2,
  "spin_multiplicity": 2,
  "total_charge": 2,
  "orbital_gap_ev": [5.28, 5.94],
  "homo_energy_ev": [-15.30, -15.34],
  "s2": 0.9473
}

---

# 2
{
  "formula": "BH3OS",
  "method": "wB97M-V/def2-TZVPD",
  "symbols": ["B", "O", "S", "H", "H", "H"],
  "coordinates": [[0.163, 0.399, 0.008], [-0.522, -0.384, -1.745], [0.156, -0.761, 1.295], [0.573, 1.555, -0.178], [-1.411, -0.493, -1.565], [1.040, -0.315, 2.185]],
  "fmax_ev_per_a": 6.1,
  "relative_energy_kcal_mol": 71.12,
  "orbital_gap_ev": 9.89,
  "homo_energy_ev": -10.08
}

---

What is the formula in the first record?
C20H11F9MnN4O4S